## a
Formula: C2H9NO4
Source: the OMol25 dataset
Level of theory: wB97M-V/def2-TZVPD

The gap between HOMO and LUMO comes out at 10.8 eV. The SMILES is O=CNCO.O.O.

Last column: natural (NBO) charge in e.
Cartesian coordinates (Å):
O 1.513 -0.093 -1.365  -0.66
C 0.757 0.823 -1.122  0.54
N 0.072 0.961 0.035  -0.63
C 0.252 0.033 1.147  0.09
O -0.316 -1.226 0.981  -0.73
H 0.509 1.668 -1.793  0.11
H -0.539 1.750 0.142  0.42
H 1.331 -0.049 1.278  0.17
H -0.219 0.466 2.018  0.18
H 0.298 -1.801 0.496  0.50
H -3.128 1.373 0.895  0.48
H -3.261 1.371 -0.637  0.48
O -2.874 1.854 0.100  -0.95
H 2.505 -2.155 -0.296  0.48
H 1.305 -2.247 -1.277  0.49
O 1.793 -2.726 -0.601  -0.96

## b
Formula: C2H9NO4
Source: the OMol25 dataset
Level of theory: wB97M-V/def2-TZVPD

The gap between HOMO and LUMO comes out at 10.2 eV. The SMILES is CNC(=O)O.O.O.

Last column: natural (NBO) charge in e.
Cartesian coordinates (Å):
C 0.265 1.481 -1.917  -0.43
N -0.591 0.280 -1.948  -0.63
C -0.608 -0.673 -0.971  0.87
O 0.447 -0.721 -0.091  -0.70
O -1.314 -1.649 -1.102  -0.66
H 0.930 1.362 -2.778  0.21
H -0.419 2.277 -2.212  0.19
H 0.598 1.896 -0.968  0.24
H -1.184 0.127 -2.737  0.41
H 0.159 -1.361 0.568  0.49
H -1.163 1.454 2.434  0.48
H -1.751 0.045 2.909  0.48
O -0.984 0.528 2.598  -0.96
H 1.849 -0.943 2.004  0.47
H 1.546 -2.324 1.877  0.45
O 2.217 -1.781 2.335  -0.91

Most stable: a

## a
Formula: C5H16N2O
Source: the OMol25 dataset
Level of theory: wB97M-V/def2-TZVPD

The gap between HOMO and LUMO comes out at 9.2 eV. The SMILES is CNCC[C@H](C)N.O.

Last column: natural (NBO) charge in e.
Cartesian coordinates (Å):
C -2.390 -0.519 -1.192  -0.64
C -1.483 0.554 -0.717  -0.04
C -1.417 0.561 0.944  -0.45
C -0.335 1.435 1.554  -0.22
C 0.790 -0.337 2.847  -0.45
N 1.012 0.675 1.811  -0.63
N -0.162 0.546 -1.480  -0.90
H -2.042 -1.584 -0.966  0.20
H -2.674 -0.457 -2.243  0.23
H -3.478 -0.434 -0.913  0.22
H -2.080 1.511 -1.013  0.18
H -2.400 0.826 1.190  0.21
H -1.317 -0.478 1.250  0.20
H -0.206 2.244 0.842  0.20
H -0.561 1.847 2.667  0.20
H 0.971 -1.361 2.775  0.20
H 1.760 -0.128 3.470  0.19
H -0.128 -0.092 3.419  0.20
H 1.450 0.379 1.044  0.35
H 0.265 1.590 -1.463  0.40
H 0.333 -0.385 -1.204  0.38
H 5.468 -2.097 -4.414  0.47
H 3.946 -2.386 -4.309  0.47
O 4.676 -1.910 -3.899  -0.94

## b
Formula: C5H16N2O
Source: the OMol25 dataset
Level of theory: wB97M-V/def2-TZVPD

The gap between HOMO and LUMO comes out at 9.4 eV. The SMILES is CNCCCCN.O.

Last column: natural (NBO) charge in e.
Cartesian coordinates (Å):
C -0.946 0.163 1.211  -0.23
N -2.048 1.021 0.770  -0.63
C -1.664 2.083 -0.147  -0.41
C -0.836 -1.174 0.468  -0.41
C -0.562 -1.069 -1.029  -0.42
C 0.795 -0.466 -1.375  -0.23
N 1.948 -1.286 -0.945  -0.86
H -1.079 -0.069 2.269  0.19
H -0.011 0.719 1.143  0.21
H -2.778 0.448 0.364  0.34
H -1.001 2.776 0.373  0.20
H -2.549 2.643 -0.438  0.20
H -1.151 1.752 -1.058  0.16
H -1.771 -1.719 0.632  0.20
H -0.068 -1.767 0.972  0.20
H -1.352 -0.475 -1.498  0.21
H -0.620 -2.061 -1.494  0.20
H 0.862 -0.321 -2.457  0.19
H 0.896 0.523 -0.925  0.19
H 1.654 -1.935 -0.221  0.36
H 2.242 -1.884 -1.709  0.37
H 3.517 0.757 1.399  0.47
H 2.660 0.019 0.346  0.49
O 2.615 0.662 1.084  -0.98

## c
Formula: C5H16N2O
Source: the OMol25 dataset
Level of theory: wB97M-V/def2-TZVPD

The gap between HOMO and LUMO comes out at 9.2 eV. The SMILES is CC(C)[C@@H](N)CN.O.

Last column: natural (NBO) charge in e.
Cartesian coordinates (Å):
N 0.085 -1.421 1.281  -0.85
C -0.581 -0.287 0.615  -0.01
C -0.982 -0.198 -0.923  -0.24
C 0.250 -0.409 -1.756  -0.64
C -1.632 1.112 -1.207  -0.59
C 0.092 0.973 1.225  -0.24
N -0.374 1.544 2.455  -0.84
H -0.379 -2.344 1.092  0.36
H 1.000 -1.459 0.833  0.37
H -1.766 -0.241 1.171  0.14
H -1.711 -0.988 -1.049  0.20
H 0.577 0.590 -2.178  0.20
H 1.165 -0.839 -1.411  0.23
H 0.019 -1.089 -2.582  0.21
H -2.530 1.321 -0.692  0.21
H -0.961 1.833 -1.057  0.20
H -1.927 1.117 -2.275  0.21
H 1.167 0.710 1.575  0.18
H 0.245 1.892 0.559  0.18
H -1.334 1.498 2.491  0.35
H 0.130 1.182 3.264  0.37
H 3.182 -1.566 -1.227  0.47
H 3.408 -1.229 0.161  0.47
O 2.858 -1.699 -0.365  -0.92

Most stable: b

## a
Formula: C3H7N2O3
Source: the OMol25 dataset
Level of theory: wB97M-V/def2-TZVPD

The gap between HOMO and LUMO comes out at 9.1 eV. Its net charge is -1.

Last column: natural (NBO) charge in e.
Cartesian coordinates (Å):
N 2.805 -0.888 1.502  -0.90
C 1.555 -0.496 0.903  0.87
O 1.017 -1.307 0.108  -0.79
O 1.164 0.702 1.140  -0.80
H 2.979 -0.420 2.367  0.36
H 3.003 -1.890 1.484  0.37
C -2.138 1.409 -0.149  0.51
N -1.029 0.672 -0.458  -0.65
C -1.002 -0.308 -1.569  -0.41
O -3.272 1.363 -0.650  -0.71
H -1.911 2.061 0.699  0.09
H -0.118 0.652 0.207  0.47
H -1.864 -0.088 -2.231  0.19
H -1.118 -1.298 -1.161  0.21
H -0.074 -0.164 -2.192  0.19

## b
Formula: C3H7N2O3
Source: the OMol25 dataset
Level of theory: wB97M-V/def2-TZVPD

The gap between HOMO and LUMO comes out at 7.3 eV. Its net charge is -1.

Last column: natural (NBO) charge in e.
Cartesian coordinates (Å):
C -1.565 -0.752 0.800  -0.67
C 1.090 1.261 -1.106  -0.51
C -0.276 -0.957 0.079  -0.13
N -0.334 0.917 -1.036  0.03
N 0.866 -0.920 0.792  0.43
O -1.043 1.726 -0.381  -0.49
O 1.924 -1.314 0.230  -0.58
O 0.881 -0.472 1.956  -0.55
H -2.345 -1.416 0.433  0.19
H -1.419 -0.893 1.871  0.23
H -1.898 0.289 0.654  0.24
H 1.412 1.893 -0.270  0.19
H 1.687 0.350 -1.136  0.24
H 1.250 1.800 -2.044  0.19
H -0.230 -1.513 -0.841  0.20

Most stable: a

## a
Formula: C2H4OS2
Source: the OMol25 dataset
Level of theory: wB97M-V/def2-TZVPD

The gap between HOMO and LUMO (spin up / spin down) comes out at 6.2 / 6.2 eV.

Last column: natural (NBO) charge in e.
Cartesian coordinates (Å):
C -0.515 1.744 0.678  -0.53
C -0.577 0.719 1.456  -0.08
O 0.032 -1.554 -1.403  -0.78
S 1.787 -2.016 -1.154  0.27
S -1.000 -1.865 -0.250  0.35
H -0.235 2.748 0.997  0.23
H -0.716 1.585 -0.409  0.24
H -0.626 0.643 2.537  0.19
H 1.850 -2.006 -2.454  0.10

## b
Formula: C2H4OS2
Source: the OMol25 dataset
Level of theory: wB97M-V/def2-TZVPD

The gap between HOMO and LUMO (spin up / spin down) comes out at 7.7 / 7.7 eV.

Last column: natural (NBO) charge in e.
Cartesian coordinates (Å):
C 0.141 -1.267 -0.064  -0.17
C -0.211 0.037 0.308  0.25
O -1.197 -0.824 0.280  -0.43
S 0.373 1.076 1.642  0.11
S -0.268 1.407 -1.934  -0.42
H 0.384 -1.377 -1.106  0.22
H 0.704 -2.017 0.551  0.21
H -0.841 1.048 1.995  0.13
H 0.914 1.917 -1.673  0.10

Most stable: b

## a
Formula: C2H4OS2
Source: the OMol25 dataset
Level of theory: wB97M-V/def2-TZVPD

The gap between HOMO and LUMO comes out at 9.1 eV. The SMILES is OC(=S)CS.

Last column: natural (NBO) charge in e.
Cartesian coordinates (Å):
C 0.656 0.524 0.245  -0.57
C -0.704 -0.045 0.005  0.24
H 1.623 -1.691 0.242  0.14
H 0.799 0.756 1.266  0.25
H 0.791 1.388 -0.448  0.25
H -2.522 0.440 -0.553  0.51
O -1.641 0.843 -0.363  -0.66
S 2.124 -0.584 -0.301  -0.05
S -1.126 -1.631 -0.091  -0.11

## b
Formula: C2H4OS2
Source: the OMol25 dataset
Level of theory: wB97M-V/def2-TZVPD

The gap between HOMO and LUMO comes out at 8.2 eV.

Last column: natural (NBO) charge in e.
Cartesian coordinates (Å):
C 0.490 -1.113 -0.770  -0.37
C 0.413 -1.148 0.529  -0.39
O -1.161 2.410 1.412  -0.84
S -1.046 2.566 -1.247  -0.28
S -0.202 2.114 0.402  1.11
H 1.244 -1.596 -1.183  0.18
H -0.259 -0.711 -1.344  0.20
H -0.484 -0.660 1.011  0.18
H 1.003 -1.862 1.190  0.21

## c
Formula: C2H4OS2
Source: the OMol25 dataset
Level of theory: wB97M-V/def2-TZVPD

The gap between HOMO and LUMO comes out at 8.2 eV.

Last column: natural (NBO) charge in e.
Cartesian coordinates (Å):
C -0.741 -0.221 0.020  -0.01
C 1.528 0.049 -0.196  -0.49
O -1.121 -0.627 1.276  -0.72
S -1.676 -0.801 -1.467  0.07
S -1.493 1.154 -0.807  0.07
H 1.610 0.898 -0.946  0.21
H 1.900 -0.873 -0.537  0.20
H 1.535 0.293 0.793  0.18
H -1.542 0.127 1.864  0.50

## d
Formula: C2H4OS2
Source: the OMol25 dataset
Level of theory: wB97M-V/def2-TZVPD

The gap between HOMO and LUMO comes out at 8.2 eV.

Last column: natural (NBO) charge in e.
Cartesian coordinates (Å):
C 0.533 -0.345 0.322  -0.65
C -0.122 -0.785 -0.934  -0.31
O -1.654 1.052 1.332  -0.95
S -0.166 1.257 1.098  1.07
S 0.602 -0.627 -2.357  0.09
H 0.493 -1.056 1.315  0.25
H 1.569 -0.140 0.347  0.24
H -1.082 -1.223 -1.026  0.23
H -0.172 1.866 -0.098  0.03

Most stable: a

## a
Formula: C2H4OS2
Source: the OMol25 dataset
Level of theory: wB97M-V/def2-TZVPD

The gap between HOMO and LUMO comes out at 8.4 eV. The SMILES is OCC(=S)S.

Last column: natural (NBO) charge in e.
Cartesian coordinates (Å):
C -0.270 -0.874 0.261  -0.15
C 0.791 0.312 -0.049  -0.29
H -1.348 -0.657 -1.201  0.46
H -0.480 -0.981 1.493  0.22
H -0.115 -1.855 -0.297  0.20
H 0.823 2.678 0.212  0.15
O -1.544 -0.566 -0.248  -0.70
S -0.288 1.832 -0.040  0.04
S 2.431 0.112 -0.131  0.06

## b
Formula: C2H4OS2
Source: the OMol25 dataset
Level of theory: wB97M-V/def2-TZVPD

The gap between HOMO and LUMO comes out at 8.6 eV. The SMILES is C=CSOS.

Last column: natural (NBO) charge in e.
Cartesian coordinates (Å):
C -1.697 -0.482 -0.088  -0.43
C -0.455 -0.100 -0.510  -0.32
O 2.353 -0.612 -0.447  -0.84
S 3.356 0.566 0.174  0.33
S 0.880 -1.174 0.186  0.52
H -2.542 0.154 -0.309  0.22
H -1.738 -1.338 0.532  0.20
H 0.002 0.725 -0.988  0.22
H 2.906 1.330 -0.861  0.10

## c
Formula: C2H4OS2
Source: the OMol25 dataset
Level of theory: wB97M-V/def2-TZVPD

The gap between HOMO and LUMO comes out at 9.2 eV. The SMILES is CSSC=O.

Last column: natural (NBO) charge in e.
Cartesian coordinates (Å):
C -1.485 1.420 -0.295  0.25
C 1.069 -1.204 0.147  -0.76
O -2.567 1.860 -0.469  -0.51
S -0.630 1.279 1.260  0.10
S 1.314 0.670 0.187  0.09
H -0.829 1.074 -1.173  0.14
H 1.905 -1.794 -0.227  0.24
H 0.325 -1.605 -0.546  0.22
H 0.899 -1.700 1.116  0.23

Most stable: c

## a
Formula: C9H16N3
Source: the OMol25 dataset
Level of theory: wB97M-V/def2-TZVPD

The gap between HOMO and LUMO comes out at 8.9 eV. Its net charge is +1.

Last column: natural (NBO) charge in e.
Cartesian coordinates (Å):
C -3.166 -1.906 1.297  -0.43
C -1.197 -0.578 1.897  0.69
N -1.719 -1.645 1.343  -0.51
N -2.052 0.402 2.347  -0.82
N 0.119 -0.381 1.865  -0.76
H -1.068 -2.326 0.977  0.42
H -2.478 0.151 3.237  0.42
H -1.591 1.299 2.446  0.41
H 0.797 -1.125 1.915  0.43
H 0.507 0.537 2.013  0.43
H -3.497 -2.333 2.240  0.23
H -3.311 -2.719 0.576  0.24
H -3.682 -1.056 0.882  0.25
C 2.308 -0.714 -2.907  -0.64
C -0.167 1.270 -0.860  -0.23
C 0.681 2.228 -0.305  -0.26
C 0.408 0.306 -1.673  -0.22
C 1.787 0.254 -1.890  -0.01
C 2.041 2.199 -0.538  -0.20
C 2.629 1.161 -1.262  -0.20
H -1.225 1.304 -0.605  0.21
H 0.256 2.975 0.363  0.21
H -0.174 -0.378 -2.288  0.21
H 2.703 2.951 -0.106  0.22
H 3.396 -0.832 -2.968  0.23
H 2.024 -0.396 -3.904  0.23
H 3.704 1.101 -1.301  0.22
H 1.967 -1.749 -2.788  0.22

## b
Formula: C9H16N3
Source: the OMol25 dataset
Level of theory: wB97M-V/def2-TZVPD

The gap between HOMO and LUMO comes out at 8.6 eV. Its net charge is +1.

Last column: natural (NBO) charge in e.
Cartesian coordinates (Å):
C 0.785 -3.270 0.876  -0.46
C 1.713 -1.400 -0.635  0.69
N 1.459 -2.710 -0.318  -0.57
N 2.493 -1.237 -1.704  -0.77
N 1.464 -0.545 0.372  -0.75
H 1.083 -3.339 -1.024  0.42
H 3.205 -1.967 -1.810  0.43
H 3.030 -0.399 -1.987  0.44
H 0.546 -0.503 0.799  0.44
H 1.883 0.365 0.383  0.42
H 1.294 -4.262 0.943  0.24
H -0.272 -3.547 0.829  0.23
H 0.757 -2.750 1.838  0.24
C -0.630 2.207 2.343  -0.65
C -1.567 0.673 -1.379  -0.25
C -0.854 1.852 -1.441  -0.21
C -2.312 0.268 -0.274  -0.22
C -0.587 2.475 -0.219  -0.22
C -2.137 0.993 0.904  -0.20
C -1.076 1.926 0.954  -0.04
H -1.641 0.112 -2.324  0.22
H -0.417 2.222 -2.368  0.23
H -2.956 -0.584 -0.312  0.23
H 0.102 3.320 -0.155  0.22
H -2.566 0.644 1.851  0.22
H -1.424 2.413 3.069  0.24
H -0.119 3.248 2.386  0.23
H -0.071 1.320 2.714  0.21

Most stable: a

## a
Formula: C6H15BrN
Source: the OMol25 dataset
Level of theory: wB97M-V/def2-TZVPD

The gap between HOMO and LUMO comes out at 11.0 eV. The SMILES is CC(C)([NH3+])C(C)(C)Br. Its net charge is +1.

Last column: natural (NBO) charge in e.
Cartesian coordinates (Å):
C 0.182 -1.334 1.419  -0.65
C 1.751 -0.103 -0.242  -0.68
C -0.669 1.674 1.042  -0.73
C -0.647 1.244 -1.352  -0.70
C 0.352 -0.636 0.017  0.14
C -0.864 0.659 0.006  0.08
N -0.038 -1.710 -0.890  -0.76
Br -2.692 -0.260 0.042  0.02
H 0.781 -2.244 1.539  0.22
H -0.842 -1.546 1.510  0.23
H 0.437 -0.633 2.238  0.25
H 2.057 0.247 0.783  0.26
H 2.378 -0.926 -0.444  0.23
H 1.933 0.666 -1.006  0.25
H -1.209 1.628 1.985  0.27
H -1.060 2.674 0.664  0.25
H 0.412 1.923 1.058  0.25
H -1.478 2.032 -1.510  0.25
H 0.265 1.924 -1.375  0.25
H -0.714 0.544 -2.125  0.21
H 0.297 -2.679 -0.629  0.45
H 0.481 -1.485 -1.816  0.45
H -1.115 -1.656 -0.912  0.47

## b
Formula: C6H15BrN
Source: the OMol25 dataset
Level of theory: wB97M-V/def2-TZVPD

The gap between HOMO and LUMO comes out at 10.8 eV. Its net charge is +1.

Last column: natural (NBO) charge in e.
Cartesian coordinates (Å):
C 0.111 2.105 -1.002  -0.64
C -0.008 1.266 1.404  -0.63
C 1.732 0.325 -0.147  -0.59
C -1.527 -2.525 0.011  -0.41
C -0.814 -0.190 -0.337  -0.08
C 0.254 0.921 -0.112  -0.11
N -0.648 -1.395 0.492  -0.61
Br -2.661 0.386 -0.406  0.13
H -0.667 2.011 -1.717  0.24
H -0.080 3.012 -0.447  0.25
H 1.104 2.278 -1.583  0.24
H 0.158 0.549 2.186  0.20
H -1.116 1.579 1.648  0.23
H 0.542 2.060 1.603  0.22
H 1.754 -0.562 0.555  0.17
H 1.831 0.003 -1.243  0.23
H 2.273 1.208 0.078  0.25
H -2.534 -2.430 0.238  0.25
H -1.568 -2.660 -0.990  0.24
H -1.269 -3.413 0.378  0.23
H -0.564 -0.660 -1.801  0.26
H 0.411 -1.539 0.351  0.46
H -0.765 -1.457 1.561  0.47

Most stable: a